(1)
{"formula": "C5H10BN", "method": "wB97M-V/def2-TZVPD", "symbols": ["B", "C", "C", "C", "C", "C", "N", "H", "H", "H", "H", "H", "H", "H", "H", "H", "H"], "coordinates": [[0.32873, 0.07493, 0.19244], [2.50912, 1.36987, -0.47841], [0.14918, -2.52330, 0.76555], [1.59301, 0.89485, 0.37425], [0.10669, -1.45155, -0.08224], [-2.37443, 0.49718, -0.30226], [-1.22672, 1.08391, 0.29140], [3.05020, 2.23063, -0.38005], [2.51202, 0.99130, -1.48152], [-0.23236, -3.51183, 0.37574], [0.18808, -2.34644, 1.80917], [1.75021, 1.47893, 1.32026], [0.12765, -1.71049, -1.21944], [-3.20063, 0.89688, 0.18796], [-2.44779, 0.71753, -1.34890], [-2.12008, -0.60511, 0.02562], [-0.71291, 1.91272, -0.04959]], "forces_ev_per_angstrom": [[-4.315, 0.993, 0.330], [-2.433, -2.512, -1.414], [-1.811, 0.796, -2.517], [1.491, 2.319, 1.452], [1.289, -1.379, -0.994], [2.158, -2.234, 0.573], [7.457, -1.263, 0.588], [1.732, 1.793, 1.024], [0.131, -0.251, -0.607], [1.091, 0.974, 0.630], [0.139, -0.153, 0.935], [-0.949, -0.753, -0.332], [-0.531, 0.450, 1.877], [-1.875, 0.216, 0.815], [-0.197, -0.557, -0.847], [-1.806, 1.627, -1.372], [-1.573, -0.066, -0.140]], "gap_ha": 0.3399, "smiles": "C=CB(C=C)NC", "total_energy_ev": -7509.97637}


(2)
{"formula": "C33H39Cl3N11O3RhS2", "method": "wB97M-V/def2-TZVPD", "symbols": ["Rh", "O", "N", "O", "N", "C", "N", "C", "C", "C", "C", "C", "C", "H", "H", "H", "H", "H", "H", "C", "N", "C", "C", "N", "C", "S", "H", "H", "H", "H", "H", "H", "H", "H", "C", "N", "C", "N", "C", "N", "C", "N", "C", "C", "H", "H", "H", "H", "H", "H", "H", "H", "H", "H", "H", "H", "Cl", "C", "C", "C", "C", "C", "C", "N", "C", "C", "N", "C", "O", "C", "C", "C", "Cl", "S", "C", "C", "C", "Cl", "C", "H", "H", "H", "H", "H", "H", "H", "H", "H", "H", "H", "H", "H"], "coordinates": [[-0.02470, -0.23302, -0.04544], [1.99415, -1.26262, 0.26710], [2.70430, -0.32453, -0.11920], [2.05893, 0.72169, -0.35167], [-2.05563, -4.00816, 0.01182], [-1.16583, -3.11956, 0.46508], [-1.29154, -1.95508, -0.13355], [-2.33295, -2.08922, -1.06138], [-2.85654, -1.19295, -1.98954], [-3.86304, -1.64890, -2.81207], [-4.35848, -2.95988, -2.70788], [-3.85480, -3.84982, -1.78636], [-2.82369, -3.39039, -0.97085], [-2.15427, -4.95895, 0.32831], [-0.42534, -3.35578, 1.21294], [-2.48073, -0.18041, -2.04095], [-4.29063, -0.99098, -3.55668], [-5.15149, -3.28006, -3.37038], [-4.23434, -4.86082, -1.70171], [1.13237, 3.75899, -0.68969], [0.13964, 3.49483, -1.73567], [0.22769, 4.10284, -3.07558], [-1.08994, 3.66263, -3.72740], [-1.52178, 2.58573, -2.82330], [-0.85325, 2.63143, -1.67084], [-1.30559, 1.73736, -0.25398], [1.74894, 4.59645, -1.00503], [1.76540, 2.89485, -0.52181], [0.63143, 4.01484, 0.24154], [1.11113, 3.72427, -3.59687], [0.30986, 5.18435, -2.99725], [-0.96294, 3.29280, -4.74083], [-1.82552, 4.46535, -3.74615], [-2.44082, 2.17932, -2.88213], [-0.93810, 0.98714, 2.74260], [-0.86895, 1.07435, 4.17693], [-1.15148, -0.24117, 4.76426], [-0.16989, -1.23101, 4.29439], [-0.24021, -1.32630, 2.85911], [0.05914, -0.00700, 2.21220], [1.42441, 0.42840, 2.67898], [1.47198, 0.52352, 4.11601], [0.47728, 1.49481, 4.58709], [1.17666, -0.79282, 4.69530], [-0.72991, 1.96160, 2.30542], [-1.94053, 0.67168, 2.44589], [-2.15451, -0.55790, 4.47400], [-1.10198, -0.17277, 5.84873], [-1.24620, -1.63261, 2.57200], [0.49027, -2.05782, 2.50829], [1.65728, 1.39657, 2.23596], [2.15864, -0.30241, 2.35379], [0.69925, 2.47682, 4.16646], [0.51857, 1.55886, 5.67265], [1.23014, -0.73810, 5.78032], [1.91410, -1.51347, 4.33987], [6.85777, -2.72039, -7.30040], [5.69487, -1.59410, -6.71804], [4.70312, -2.00935, -5.84899], [3.77604, -1.09170, -5.38741], [3.80336, 0.24436, -5.77712], [2.74992, 1.24553, -5.35693], [1.30550, 0.69524, -5.39644], [0.87372, -0.07765, -4.22417], [0.52178, -1.41312, -4.19037], [0.18506, -1.69764, -2.90862], [0.32854, -0.55066, -2.15767], [0.74346, 0.40024, -2.97917], [2.92180, 1.92140, -4.10513], [3.80809, 1.44787, -3.06983], [5.26884, 1.60668, -3.35460], [6.20347, 0.63297, -3.17201], [5.94442, -0.93642, -2.53017], [7.77740, 1.13708, -3.63161], [7.19519, 2.68590, -4.05874], [5.86134, 2.80417, -3.85594], [4.82210, 0.63274, -6.65582], [4.95486, 2.27153, -7.20524], [5.76253, -0.26977, -7.11753], [4.65636, -3.04489, -5.53814], [3.01926, -1.43831, -4.69787], [2.76709, 2.03339, -6.10494], [1.18722, 0.07362, -6.27969], [0.64494, 1.55765, -5.48064], [0.51705, -2.03803, -5.06897], [-0.13074, -2.63531, -2.48450], [0.98963, 1.40985, -2.70594], [3.59653, 0.41098, -2.79732], [3.54220, 2.08226, -2.22390], [7.87927, 3.43370, -4.43361], [5.30064, 3.71015, -4.05112], [6.54132, 0.05669, -7.79416]], "forces_ev_per_angstrom": [[3.583, -0.922, -0.339], [-1.357, -0.471, -0.227], [0.502, 0.165, -0.104], [-1.416, -0.006, 0.391], [-0.239, 0.042, -0.251], [0.253, -0.012, 0.093], [-0.132, 1.526, -0.184], [-0.019, -0.121, 0.246], [-0.060, 0.088, 0.024], [0.001, 0.001, 0.051], [-0.013, -0.045, -0.038], [0.028, -0.203, 0.107], [0.098, 0.094, -0.022], [0.079, -0.038, 0.063], [-0.102, -0.053, -0.086], [0.000, -0.039, -0.036], [-0.006, 0.017, 0.029], [0.007, 0.022, 0.023], [-0.001, 0.061, -0.039], [-0.110, 0.047, 0.032], [0.158, -0.039, 0.194], [0.005, 0.079, -0.055], [-0.010, -0.039, -0.043], [-0.165, 0.154, -0.147], [0.233, -0.044, -0.286], [-0.648, -0.393, 0.338], [-0.069, 0.020, -0.042], [0.066, -0.063, -0.070], [-0.045, 0.054, -0.030], [0.016, -0.085, 0.064], [0.017, 0.010, 0.054], [0.043, -0.019, -0.021], [-0.061, 0.004, 0.056], [-0.005, -0.070, 0.114], [-0.011, 0.039, 0.363], [-0.139, 0.084, 0.287], [0.203, 0.052, -0.288], [-0.009, -0.159, 0.243], [0.037, 0.094, 0.378], [-0.490, -0.049, -1.629], [0.156, 0.123, 0.306], [0.100, 0.065, 0.191], [-0.058, -0.271, -0.256], [-0.194, 0.172, -0.282], [0.101, -0.040, -0.002], [0.026, -0.074, -0.085], [-0.001, -0.012, 0.014], [0.004, 0.000, 0.020], [-0.009, 0.099, -0.036], [0.093, 0.110, -0.024], [-0.119, 0.013, -0.072], [-0.068, -0.051, -0.036], [-0.007, -0.009, -0.007], [0.005, 0.001, 0.010], [-0.013, 0.021, 0.020], [0.003, -0.022, 0.019], [0.031, -0.018, -0.016], [-0.032, 0.121, 0.060], [-0.090, -0.185, 0.100], [0.023, 0.061, -0.007], [0.056, 0.203, 0.038], [0.014, -0.480, 0.377], [0.223, 0.197, 0.050], [0.126, -0.115, -0.009], [-0.054, 0.074, -0.121], [0.084, -0.005, 0.114], [-0.454, 0.340, 0.979], [0.060, -0.188, -0.069], [0.109, 0.220, 0.094], [0.017, -0.041, -0.185], [-0.232, 0.038, -0.253], [0.126, 0.080, -0.067], [-0.022, -0.072, -0.027], [0.000, -0.117, 0.073], [0.172, 0.117, -0.062], [-0.192, 0.060, 0.037], [-0.042, -0.107, 0.154], [0.009, 0.026, -0.034], [0.167, 0.067, -0.153], [0.027, 0.047, 0.008], [-0.011, 0.001, 0.043], [-0.082, 0.079, -0.078], [-0.142, -0.042, -0.010], [-0.126, -0.079, -0.013], [0.074, 0.095, 0.028], [0.017, 0.074, -0.039], [0.093, -0.114, -0.053], [-0.051, -0.018, -0.050], [-0.088, -0.056, 0.091], [-0.056, -0.071, 0.032], [0.044, -0.093, -0.049], [-0.036, -0.009, 0.027]], "gap_ha": 0.1838, "total_charge": 2, "total_energy_ev": -119618.87917}


(3)
{"formula": "C3H6N4O", "method": "wB97M-V/def2-TZVPD", "symbols": ["C", "C", "C", "H", "H", "H", "H", "H", "H", "N", "N", "N", "N", "O"], "coordinates": [[1.88176, -0.21535, 0.55739], [-1.83679, -0.82343, 0.04919], [-0.63129, 0.99730, -0.27173], [1.18634, -0.93217, 1.09918], [3.05910, -0.39804, 0.71641], [1.61045, 0.77226, 1.09344], [-0.56801, -1.92948, -1.12543], [-2.79177, -1.44552, -0.05264], [-0.86135, 2.80024, 0.14796], [0.09142, -0.16824, -0.83142], [-0.59954, -1.30331, -0.41347], [-1.74851, 0.51433, 0.29979], [-0.27136, 2.16071, -0.46510], [1.47954, -0.02930, -0.80358]], "forces_ev_per_angstrom": [[0.781, 1.641, 2.597], [1.360, 2.914, -0.514], [1.075, -3.006, -0.820], [1.398, 0.145, -0.889], [-2.949, 0.141, -0.795], [0.809, -1.224, -0.673], [-0.317, -2.674, -2.317], [1.702, 0.965, 0.823], [0.785, -0.990, -1.303], [-0.417, 3.338, -0.903], [-0.722, 1.893, 2.440], [-3.364, -4.138, 0.304], [0.278, 3.029, 1.216], [-0.420, -2.033, 0.834]], "gap_ha": 0.3303, "smiles": "[H]/N=c1\\nc[nH]n1OC", "total_energy_ev": -11211.62415}